Record 1
This record from OMol25 describes 5 unconnected molecules or ions with the total composition C29H88N14O6P5. The level of theory is ωB97M-V/def2-TZVPD.

The geometry in XYZ format:
```
142
Properties=species:S:1:pos:R:3:lowdin_charge:R:1
C -0.969 5.685 3.248 -0.182
N -0.627 4.257 3.613 -0.142
C -1.544 3.246 2.961 -0.180
C -0.585 1.917 2.627 -0.259
O -0.121 1.233 3.878 -0.433
P 1.596 1.538 4.215 0.354
O 1.888 2.657 2.878 -0.390
C 0.870 2.232 1.872 -0.326
C 0.852 2.954 0.401 -0.228
N 2.164 3.597 -0.011 -0.053
H -0.467 6.497 3.949 0.084
H -0.520 5.882 2.168 0.076
H -2.122 5.910 3.172 0.070
H -0.520 4.111 4.641 0.094
H -2.407 2.858 3.665 0.116
H -2.036 3.637 1.961 0.117
H -1.255 1.094 2.102 0.135
H 2.917 1.831 4.781 -0.066
H 1.166 2.539 5.180 -0.047
H 1.523 0.610 5.324 -0.087
H 2.014 0.353 3.475 -0.021
H 1.225 1.137 1.600 0.110
H 0.651 2.090 -0.398 0.116
H -0.013 3.758 0.311 0.111
H 2.269 4.491 0.540 0.074
H 2.915 2.946 0.309 0.043
O -3.454 -0.483 0.230 -0.293
P -2.920 -1.469 -0.838 0.763
N -4.427 -1.524 -1.640 -0.321
C -5.066 -2.668 -2.269 -0.133
C -4.677 -0.341 -2.469 -0.140
N -2.791 -2.727 0.330 -0.352
C -3.992 -3.334 0.897 -0.128
C -1.891 -2.378 1.440 -0.139
N -2.308 -2.603 -2.066 -0.300
C -2.090 -4.035 -1.866 -0.131
C -1.105 -2.034 -2.684 -0.151
H -4.617 -2.919 -3.237 0.070
H -6.129 -2.465 -2.445 0.086
H -5.049 -3.560 -1.647 0.046
H -4.123 -0.399 -3.410 0.060
H -4.364 0.578 -1.956 0.073
H -5.742 -0.224 -2.695 0.078
H -4.733 -2.589 1.199 0.086
H -3.758 -3.952 1.772 0.082
H -4.452 -4.027 0.192 0.048
H -2.381 -1.726 2.175 0.079
H -1.002 -1.857 1.068 0.075
H -1.543 -3.278 1.955 0.078
H -1.295 -4.240 -1.140 0.085
H -1.803 -4.512 -2.811 0.084
H -3.001 -4.549 -1.553 0.065
H -0.259 -2.050 -1.989 0.077
H -1.285 -0.993 -2.973 0.075
H -0.827 -2.572 -3.597 0.073
O -4.585 -2.022 -6.076 -0.296
P -4.320 -1.908 -7.597 0.760
N -2.661 -2.261 -7.405 -0.324
C -1.534 -1.691 -8.125 -0.135
C -2.401 -3.689 -7.194 -0.144
N -4.604 -0.211 -7.560 -0.350
C -3.654 0.682 -6.901 -0.119
C -5.952 0.128 -7.079 -0.142
N -4.015 -1.776 -9.346 -0.306
C -3.909 -0.527 -10.098 -0.130
C -4.935 -2.670 -10.060 -0.157
H -1.435 -2.098 -9.137 0.078
H -0.596 -1.899 -7.597 0.087
H -1.581 -0.607 -8.199 0.049
H -2.455 -4.239 -8.137 0.070
H -3.136 -4.130 -6.509 0.071
H -1.416 -3.858 -6.745 0.078
H -3.344 0.311 -5.921 0.078
H -4.070 1.687 -6.767 0.086
H -2.768 0.837 -7.519 0.053
H -6.022 0.077 -5.985 0.075
H -6.696 -0.561 -7.496 0.072
H -6.236 1.135 -7.397 0.079
H -4.854 0.028 -10.123 0.085
H -3.620 -0.731 -11.136 0.089
H -3.124 0.123 -9.706 0.067
H -5.960 -2.287 -10.029 0.076
H -4.930 -3.663 -9.599 0.075
H -4.636 -2.805 -11.105 0.079
O 6.871 3.578 -3.726 -0.306
P 6.862 3.213 -2.221 0.762
N 6.744 4.850 -1.753 -0.327
C 7.376 5.505 -0.620 -0.138
C 5.389 5.392 -1.904 -0.137
N 8.504 2.704 -2.295 -0.355
C 9.574 3.681 -2.481 -0.130
C 8.716 1.611 -3.258 -0.151
N 6.852 2.792 -0.492 -0.297
C 8.022 2.401 0.294 -0.128
C 5.781 1.820 -0.242 -0.145
H 6.884 5.268 0.330 0.082
H 7.344 6.595 -0.740 0.084
H 8.432 5.264 -0.523 0.046
H 4.744 5.064 -1.086 0.067
H 4.930 5.058 -2.845 0.073
H 5.394 6.487 -1.932 0.078
H 9.347 4.401 -3.273 0.085
H 10.526 3.197 -2.726 0.080
H 9.775 4.223 -1.556 0.050
H 8.769 1.979 -4.289 0.075
H 7.900 0.882 -3.201 0.072
H 9.642 1.072 -3.035 0.075
H 8.447 1.446 -0.035 0.083
H 7.752 2.294 1.352 0.094
H 8.803 3.165 0.275 0.064
H 6.033 0.841 -0.662 0.076
H 4.849 2.159 -0.707 0.066
H 5.579 1.709 0.828 0.090
O -1.345 -4.699 8.288 -0.321
P -1.030 -3.238 7.883 0.754
N 0.522 -3.303 8.592 -0.327
C 1.220 -2.254 9.316 -0.138
C 1.497 -4.025 7.768 -0.147
N -2.198 -2.635 8.995 -0.355
C -1.965 -2.730 10.434 -0.133
C -3.553 -3.138 8.721 -0.153
N -0.668 -1.558 7.417 -0.287
C -1.185 -0.363 8.081 -0.119
C -0.869 -1.409 5.971 -0.146
H 1.630 -1.487 8.650 0.084
H 2.059 -2.673 9.885 0.081
H 0.597 -1.760 10.057 0.046
H 1.850 -3.401 6.944 0.076
H 1.056 -4.933 7.334 0.068
H 2.360 -4.351 8.358 0.075
H -1.606 -3.718 10.734 0.083
H -2.874 -2.512 11.005 0.078
H -1.250 -1.976 10.765 0.049
H -3.696 -4.157 9.100 0.073
H -3.751 -3.149 7.643 0.072
H -4.307 -2.490 9.178 0.074
H -2.271 -0.260 7.973 0.084
H -0.726 0.538 7.655 0.098
H -0.928 -0.339 9.142 0.062
H -1.934 -1.439 5.717 0.076
H -0.370 -2.223 5.435 0.079
H -0.439 -0.474 5.598 0.043
```

Summary:
- Net charge: -1
- E_HOMO: -4.1 eV
- Orbital gap: 3.9 eV
- LUMO level: -0.3 eV
- Electronic energy: -111073.075 eV



Record 2
This record from OMol25 describes a single C23H20N2O3S molecule. The level of theory is ωB97M-V/def2-TZVPD.

The geometry in XYZ format:
```
49
Properties=species:S:1:pos:R:3:lowdin_charge:R:1
C 2.806 0.050 3.972 -0.047
C 1.463 0.220 3.336 -0.280
C 0.343 -0.413 3.871 -0.035
C -0.903 -0.267 3.295 -0.051
C -1.061 0.533 2.163 -0.189
C -2.350 0.697 1.456 -0.413
O -2.607 1.671 0.789 0.124
C -3.339 -0.453 1.545 -0.342
S -2.521 -2.054 1.221 0.997
C -1.479 -1.551 -0.130 -0.482
C -1.950 -1.142 -1.323 -0.170
C -3.321 -1.156 -1.612 -0.218
N -4.444 -1.175 -1.852 0.191
C -1.020 -0.557 -2.374 -0.117
C -1.238 0.927 -2.422 -0.239
C -2.100 1.685 -3.156 0.000
C -1.903 3.023 -2.737 -0.048
C -0.941 2.976 -1.780 -0.119
O -0.531 1.710 -1.577 0.027
C 0.425 -0.862 -2.041 -0.049
C 0.800 -1.304 -0.821 -0.171
C 2.231 -1.504 -0.432 -0.111
C 3.119 -0.587 -1.265 -0.178
C 2.850 -0.829 -2.743 -0.102
C 1.392 -0.606 -3.103 -0.357
O 1.056 -0.265 -4.220 0.101
N -0.135 -1.609 0.136 0.090
C 0.053 1.192 1.642 -0.001
C 1.298 1.027 2.216 -0.036
H 2.899 0.728 4.821 0.088
H 3.604 0.279 3.270 0.076
H 2.936 -0.965 4.344 0.080
H 0.454 -1.030 4.751 0.115
H -1.751 -0.766 3.738 0.104
H -3.759 -0.537 2.548 0.088
H -4.143 -0.305 0.823 0.079
H -1.268 -0.960 -3.364 0.164
H -2.786 1.334 -3.899 0.116
H -2.410 3.893 -3.099 0.101
H -0.478 3.741 -1.188 0.121
H 2.351 -1.298 0.635 0.110
H 2.511 -2.548 -0.606 0.134
H 4.171 -0.770 -1.036 0.114
H 2.891 0.453 -1.022 0.121
H 3.463 -0.183 -3.373 0.124
H 3.092 -1.866 -3.002 0.132
H 0.156 -1.919 1.051 0.136
H -0.075 1.806 0.765 0.105
H 2.153 1.533 1.792 0.115
```

Summary:
- Net charge: 0
- Relative energy (zero: lowest compared OMol25 entry of this formula, charge and spin): 23.1 kcal/mol
- E_HOMO: -8.2 eV
- Orbital gap: 8.0 eV
- LUMO level: -0.2 eV
- Electronic energy: -44133.127 eV



Record 3
This record from OMol25 describes a single C5H6N2 molecule. The level of theory is ωB97M-V/def2-TZVPD.

The geometry in XYZ format:
```
13
Properties=species:S:1:pos:R:3:lowdin_charge:R:1
C -1.064 -1.098 0.118 -0.152
C 0.263 -1.458 0.061 -0.029
C -1.646 0.053 -0.353 -0.072
C 1.435 0.746 -0.287 -0.057
C 0.280 1.384 0.440 -0.215
N 1.337 -0.556 -0.362 -0.017
N -0.961 1.178 -0.343 0.013
H -1.671 -1.895 0.320 0.058
H 0.459 -2.450 0.038 0.068
H 0.170 0.882 1.337 0.086
H 0.576 2.308 0.772 0.070
H 2.031 -1.098 -0.861 0.116
H -1.209 2.004 -0.880 0.131
```

Summary:
- Net charge: 0
- Relative energy (zero: lowest compared OMol25 entry of this formula, charge and spin): 118.6 kcal/mol
- E_HOMO: -8.0 eV
- Orbital gap: 8.1 eV
- LUMO level: 0.1 eV
- Electronic energy: -8257.215 eV



Record 4
This record from OMol25 describes 5 unconnected molecules or ions with the total composition C13H30Cl2O6. The level of theory is ωB97M-V/def2-TZVPD.

The geometry in XYZ format:
```
51
Properties=species:S:1:pos:R:3:lowdin_charge:R:1
C 3.365 -3.025 -2.076 -0.140
C 3.083 -1.743 -2.701 -0.173
C 3.196 -0.826 -1.520 -0.102
O 2.382 -1.477 -0.582 0.136
C 2.441 -2.875 -0.840 -0.047
H 4.440 -3.138 -1.938 0.142
H 3.156 -3.886 -2.711 0.144
H 2.095 -1.751 -3.163 0.135
H 3.809 -1.520 -3.483 0.153
H 2.829 0.140 -1.868 0.147
H 4.175 -0.643 -1.077 0.192
H 1.446 -3.180 -1.164 0.183
H 2.636 -3.512 0.023 0.172
C -0.315 1.614 -1.623 -0.164
C -0.357 0.532 -2.694 -0.184
C 0.172 1.206 -3.942 -0.230
O -0.349 2.483 -3.811 -0.099
C -0.675 2.841 -2.480 -0.169
H 0.718 1.752 -1.303 0.086
H -1.029 1.338 -0.847 0.072
H -1.370 0.195 -2.916 0.127
H 0.297 -0.292 -2.411 0.081
H -0.245 0.660 -4.788 0.129
H 1.255 1.092 -3.970 0.108
H -1.722 3.124 -2.375 0.126
H -0.154 3.759 -2.207 0.120
C -5.176 -1.922 4.030 -0.282
C -4.824 -0.996 2.947 -0.273
O -4.791 0.359 3.394 -0.054
O -6.295 -1.565 4.780 -0.042
H -4.315 -2.083 4.678 0.122
H -5.519 -2.870 3.616 0.128
H -5.369 -1.167 2.019 0.127
H -3.777 -1.205 2.726 0.065
H -5.668 0.711 3.224 0.086
H -6.355 -0.608 4.823 0.075
C 2.838 2.755 1.888 -0.215
C 1.561 1.848 1.910 -0.261
O 0.497 2.346 1.192 -0.054
O 3.583 2.598 0.694 -0.075
H 3.451 2.451 2.737 0.119
H 2.717 3.822 2.071 0.125
H 1.219 1.666 2.928 0.127
H 1.917 0.919 1.464 0.096
H 0.880 2.530 0.331 0.043
H 3.208 2.968 -0.109 0.079
C -0.904 -1.010 1.461 -1.061
Cl -2.281 -0.675 0.466 0.606
Cl -0.905 -2.689 1.986 0.536
H 0.035 -0.783 0.957 0.000
H -1.009 -0.268 2.253 0.038
```

Summary:
- Spin multiplicity: 2
- Net charge: +1
- E_HOMO (spin up / spin down): -11.7 / -11.7 eV
- Orbital gap (spin up / spin down): 8.9 / 2.3 eV
- LUMO level (spin up / spin down): -2.8 / -9.4 eV
- Electronic energy: -51284.275 eV